Entry 1:
This record from the Open Molecules 2025 dataset describes a cluster of 2 separate species, CH2NO3PS in total. The level of theory is ωB97M-V/def2-TZVPD.

Its total charge is -2. The strongest force on any atom is 4.09 eV/Å. The LUMO energy is 6.43 eV. The calculation puts the total energy at -1059.42651 Eh. Its HOMO-LUMO gap is 0.2513 hartree.

Geometry as XYZ:
```
9
Properties=species:S:1:pos:R:3:forces:R:3
C 1.1045 -0.7240 0.5096 0.1 0.0 1.4
N 1.7651 -1.6621 0.5812 0.4 -0.4 -0.3
O 0.8360 1.9832 0.9983 -0.4 -2.1 -0.2
O -0.5344 0.4295 2.5291 1.2 -0.6 -2.7
O -1.0570 0.5428 0.0082 -1.2 0.5 1.5
P 0.0625 0.6644 1.1144 -0.6 3.2 2.5
S -0.0064 -0.6237 -2.4502 -1.3 -0.4 -0.9
H -0.7645 0.1052 -0.8065 0.6 -0.3 -1.0
H -1.4059 -0.7153 -2.4840 1.2 0.0 -0.2
```
Forces are in eV/Å.

Entry 2:
This record from the Open Molecules 2025 dataset describes a cluster of 2 separate species, CH2NO4P in total. The level of theory is ωB97M-V/def2-TZVPD.

Its total charge is -2. The strongest force on any atom is 3.06 eV/Å. The LUMO energy is 6.62 eV. The calculation puts the total energy at -736.49086 Eh. Its HOMO-LUMO gap is 0.2789 hartree.

Geometry as XYZ:
```
9
Properties=species:S:1:pos:R:3:forces:R:3
C 2.8405 -0.3054 0.0865 0.0 1.2 -0.2
N 2.0212 -1.0921 0.3665 -0.6 -1.5 0.3
O -1.7239 1.6680 -0.7040 0.5 1.1 -1.7
O -3.0201 -0.0386 0.5684 -0.8 -0.5 0.3
O 3.5904 0.6071 -0.1952 0.9 0.2 -0.2
O -0.5612 -0.0392 0.7248 -0.1 0.1 1.5
P -1.7848 0.2792 -0.2147 -1.5 0.7 2.6
H -1.6579 -0.7717 -1.0406 0.3 -0.9 -2.0
H 0.2958 -0.3072 0.4083 1.1 -0.4 -0.5
```
Forces are in eV/Å.